No. 1
This record from the Open Molecules 2025 dataset describes one molecule with the formula C19H18Cl2INO2. The level of theory is ωB97M-V/def2-TZVPD.

Results
structure (SMILES): O=C(OCc1ccc(Cl)c(Cl)c1)C1(c2ccc(I)cc2)CCNCC1
Kohn-Sham gap: 8.405 eV
maximum force: 4.39 eV/A

Last column: natural (NBO) charge in e.
Positions of all 43 atoms, in Å:
O (-0.57438, -1.13409, -2.08646)  -0.60
C (-0.55029, -0.54456, -1.01884)  0.82
O (0.34745, -0.88899, -0.06390)  -0.53
C (1.26391, -1.97290, -0.27868)  -0.09
C (2.45427, -2.03965, 0.62347)  -0.02
C (3.64842, -2.61302, 0.06423)  -0.22
C (4.76243, -2.85795, 0.91235)  -0.19
C (4.63141, -2.50462, 2.28695)  -0.08
Cl (5.97296, -2.88558, 3.33966)  0.03
C (3.54506, -1.73479, 2.71157)  -0.04
Cl (3.69170, -1.09932, 4.32475)  0.02
C (2.40745, -1.51465, 1.91426)  -0.23
C (-1.57158, 0.59182, -0.72462)  -0.17
C (-0.81501, 1.92480, -0.79852)  0.01
C (-0.05984, 2.48028, 0.25783)  -0.19
C (0.41124, 3.76639, 0.31467)  -0.28
C (0.47574, 4.49299, -0.79039)  -0.04
I (1.59699, 6.46529, -0.85261)  0.09
C (-0.14718, 3.91734, -1.93653)  -0.25
C (-0.82185, 2.65608, -1.96652)  -0.20
C (-2.86639, 0.41182, -1.58323)  -0.39
C (-3.68949, -0.80965, -1.36466)  -0.23
N (-3.94270, -1.08268, 0.01272)  -0.65
C (-2.86101, -0.93372, 0.99152)  -0.21
C (-2.09457, 0.40602, 0.73709)  -0.40
H (1.61404, -1.99570, -1.32073)  0.22
H (0.70071, -2.89511, -0.12144)  0.20
H (3.85836, -2.97268, -0.92614)  0.23
H (5.64697, -3.38310, 0.45280)  0.24
H (1.48455, -1.04485, 2.26257)  0.25
H (0.18749, 1.93518, 1.12146)  0.22
H (0.85774, 4.21358, 1.19840)  0.23
H (-0.10596, 4.72761, -2.72433)  0.23
H (-1.47304, 2.32851, -2.71432)  0.22
H (-2.65025, 0.60649, -2.70559)  0.23
H (-3.50135, 1.31966, -1.48457)  0.22
H (-4.64820, -0.81394, -1.86967)  0.21
H (-3.01663, -1.62098, -1.72491)  0.17
H (-4.54326, -1.87459, 0.13242)  0.37
H (-3.28602, -1.02545, 2.00860)  0.21
H (-2.18535, -1.75860, 0.89432)  0.16
H (-1.35128, 0.51029, 1.48305)  0.22
H (-2.80332, 1.24702, 1.01195)  0.22

***

No. 2
This record from the Open Molecules 2025 dataset describes a 2-piece molecular cluster, C6H14N2O2 overall. The level of theory is ωB97M-V/def2-TZVPD.

Results
structure (SMILES): CNC(C)=O.CNC(C)=O
energy relative to the best compared isomer or geometry (same formula, charge and spin): 2.921 eV
Kohn-Sham gap: 10.300 eV
maximum force: 4.67 eV/A

Last column: natural (NBO) charge in e.
Positions of all 24 atoms, in Å:
C (-2.20772, -1.43985, 1.33939)  -0.42
N (-0.81730, -1.06591, 1.68797)  -0.63
C (-0.39093, 0.18960, 2.01373)  0.65
C (1.06745, 0.59639, 1.91816)  -0.71
O (-1.13551, 1.02416, 2.52761)  -0.64
H (-3.01082, -0.78737, 1.48368)  0.24
H (-2.09401, -1.75348, 0.34622)  0.20
H (-2.64622, -2.40812, 1.77239)  0.20
H (-0.01071, -1.85882, 1.43475)  0.41
H (1.32675, 0.91124, 2.87196)  0.25
H (1.80413, -0.03280, 1.32053)  0.22
H (1.04891, 1.56668, 1.38515)  0.23
C (2.49095, 0.28273, -2.25517)  -0.44
N (1.30371, 0.75859, -1.52599)  -0.64
C (0.19244, 0.04841, -1.87514)  0.66
C (-1.00134, 0.64030, -1.24050)  -0.73
O (0.27001, -1.01327, -2.49291)  -0.61
H (3.46989, 0.90409, -2.16708)  0.20
H (2.93867, -0.66719, -1.97124)  0.21
H (2.42889, 0.36717, -3.45438)  0.21
H (1.39997, 1.58519, -1.02449)  0.41
H (-2.03634, 0.18668, -1.48517)  0.25
H (-1.04018, 0.42767, -0.14818)  0.25
H (-0.96485, 1.71755, -1.17846)  0.23